Formula: C47H55Cl3GeN8O4S2W
Source: the OMol25 dataset
Level of theory: wB97M-V/def2-TZVPD

Summary:
- HOMO energy (alpha / beta) (eV) = -9.8960 / -9.9516
- LUMO level (alpha / beta) (eV) = -3.395 / -4.063
- gap between HOMO and LUMO (alpha / beta) (eV) = 6.5 / 5.9

```
! RIJCOSX wB97M-V def2-TZVPD def2/J DEFGRID3
* xyz 1 4
W -0.739 1.078 -1.624
N -1.189 -2.214 -5.212
C -0.750 -1.485 -4.166
S -0.997 -2.288 -2.600
N -0.154 -0.370 -4.392
N 0.142 0.578 -3.469
C 1.146 1.368 -3.789
C 1.016 2.705 -3.326
C 1.819 3.764 -3.747
C 1.370 5.055 -3.582
C 0.108 5.246 -3.021
C -0.583 4.162 -2.530
N -0.122 2.904 -2.593
H -1.832 -2.970 -5.037
H -1.315 -1.714 -6.080
H 1.876 1.078 -4.532
H 2.756 3.545 -4.240
H 1.958 5.894 -3.927
H -0.335 6.231 -2.985
H -1.554 4.283 -2.081
C 1.369 -4.612 2.487
C 1.379 -3.103 2.329
C 2.034 -2.456 3.551
O 2.099 -2.728 1.152
C 1.358 -1.803 0.374
C 0.162 -1.470 1.334
O 0.067 -2.627 2.133
C -1.240 -0.896 0.948
O -1.016 0.117 -0.007
C -2.327 -1.912 0.532
C -2.640 -3.001 1.352
C -3.734 -3.800 1.066
C -4.563 -3.513 -0.010
C -4.284 -2.416 -0.805
C -3.179 -1.626 -0.523
C -1.893 -0.290 2.222
C -3.133 0.332 2.072
C -3.820 0.826 3.166
C -3.292 0.694 4.443
C -2.075 0.057 4.607
C -1.378 -0.430 3.506
C 1.269 -2.305 -1.107
O 0.148 -1.525 -1.679
C 2.569 -1.899 -1.809
C 3.770 -1.847 -1.104
C 4.951 -1.485 -1.735
C 4.960 -1.168 -3.084
C 3.778 -1.257 -3.803
C 2.601 -1.636 -3.173
C 1.026 -3.802 -1.254
C -0.054 -4.390 -0.602
C -0.342 -5.733 -0.778
C 0.447 -6.515 -1.607
C 1.523 -5.938 -2.262
C 1.814 -4.593 -2.085
H 2.375 -4.955 2.722
H 1.034 -5.082 1.568
H 0.697 -4.886 3.300
H 3.090 -2.722 3.568
H 1.556 -2.829 4.455
H 1.945 -1.368 3.523
H 1.940 -0.891 0.299
H 0.595 -0.651 1.932
H -2.040 -3.212 2.222
H -3.957 -4.641 1.710
H -5.435 -4.121 -0.206
H -4.925 -2.150 -1.635
H -2.996 -0.745 -1.115
H -3.581 0.398 1.089
H -4.785 1.296 3.019
H -3.835 1.066 5.302
H -1.664 -0.084 5.598
H -0.457 -0.961 3.691
H 3.787 -2.126 -0.059
H 5.875 -1.464 -1.169
H 5.878 -0.880 -3.578
H 3.767 -1.054 -4.866
H 1.713 -1.752 -3.771
H -0.685 -3.804 0.046
H -1.191 -6.167 -0.264
H 0.228 -7.566 -1.740
H 2.141 -6.532 -2.922
H 2.661 -4.171 -2.605
C 2.346 2.375 3.060
N 1.790 1.727 1.875
C 2.493 1.332 0.807
S 1.853 1.437 -0.776
N 3.736 0.870 0.937
C 4.332 0.241 2.107
H 1.918 3.372 3.157
H 3.422 2.484 2.958
H 2.118 1.813 3.966
H 0.824 1.939 1.675
H 4.185 0.662 0.055
H 5.208 0.794 2.447
H 4.639 -0.773 1.848
H 3.612 0.176 2.917
C -2.660 4.915 0.291
C -2.855 5.422 1.745
N -1.757 4.945 2.586
C -1.807 3.488 2.648
C -1.761 2.910 1.207
N -1.518 3.986 0.245
C -0.304 4.725 0.613
C -0.483 5.362 2.015
H -2.451 5.745 -0.391
H -3.543 4.390 -0.076
H -3.787 5.046 2.170
H -2.872 6.512 1.789
H -2.725 3.198 3.158
H -0.967 3.140 3.257
H -2.712 2.455 0.936
H -0.975 2.165 1.089
H -0.132 5.489 -0.147
H 0.541 4.029 0.576
H -0.473 6.452 1.965
H 0.309 5.056 2.703
Cl -3.740 -0.237 -3.944
Ge -2.906 1.436 -2.797
Cl -4.526 1.886 -1.400
Cl -3.080 2.990 -4.305
*
```

Mulliken population analysis, charges in e, atoms 1 to 99: -0.26, -0.33, 0.39, -0.24, -1.41, 1.54, -0.20, -0.01, -1.12, -0.61, -1.02, -0.13, 0.75, 0.27, 0.29, 0.66, 0.53, 0.49, 0.51, 0.38, -1.46, 1.17, -1.53, -0.25, 1.23, -0.77, 0.05, 1.32, 0.70, 0.69, -0.47, -0.93, -0.99, -0.98, 0.48, 0.99, -0.14, -0.44, -0.73, -0.87, -0.81, 1.59, 0.71, 0.00, -0.66, -0.79, -0.94, -1.01, -0.42, -0.05, 0.12, -0.95, -0.93, -1.03, -0.93, 0.37, 0.29, 0.36, 0.46, 0.42, -0.06, -0.71, -0.04, 0.47, 0.49, 0.42, 0.52, -0.65, 0.16, 0.47, 0.41, 0.50, 0.53, 0.75, 0.51, 0.41, 0.59, 0.86, 0.39, 0.52, 0.42, 0.47, 0.51, -0.95, 1.13, 0.14, 0.11, 0.03, -1.10, 0.09, 0.48, 0.33, -1.46, 0.35, 0.41, 0.30, 0.36, -0.60, -0.95